Entry 1:
Computed, not measured: a cluster of 6 separate species, C15H25Cl10N in total in a non-equilibrium geometry, with ωB97M-V/def2-TZVPD.

## Properties
energy above the lowest of the compared OMol25 structures with the same formula, charge and spin: 1.3853 eV
LUMO: 0.270 eV
E_HOMO: -0.3607 Ha
orbital gap: 10.09 eV
max |F|: 2.7 eV/Å
energy: -5243.1991 Eh
SMILES string: c1ccncc1.ClCCCl.ClCCCl.ClCCCl.ClCCCl.ClCCCl

```
51
Properties=species:S:1:pos:R:3:mulliken_charge:R:1
C 0.54 4.07 -1.14 -0.048
C 1.27 4.43 -2.28 -0.564
C 0.51 4.68 -3.43 -0.089
N -0.79 4.74 -3.48 -0.625
C -1.46 4.44 -2.33 -0.496
C -0.82 4.09 -1.14 -0.369
H 1.04 3.74 -0.24 0.441
H 2.34 4.27 -2.31 0.463
H 1.09 4.85 -4.32 0.399
H -2.53 4.36 -2.36 0.363
H -1.31 3.84 -0.21 0.543
Cl 3.23 2.23 -4.09 -0.189
C 2.03 1.01 -3.72 0.520
C 1.03 0.58 -4.86 -0.460
Cl 2.03 -0.08 -6.24 -0.214
H 1.40 1.26 -2.86 -0.097
H 2.56 0.11 -3.43 -0.190
H 0.50 1.46 -5.22 0.344
H 0.36 -0.22 -4.53 0.289
Cl -6.39 0.09 4.16 -0.159
C -5.46 -1.22 4.84 -0.532
C -4.03 -1.34 4.23 -0.152
Cl -4.33 -1.97 2.56 -0.202
H -5.99 -2.17 4.80 0.347
H -5.35 -1.11 5.92 0.328
H -3.34 -1.90 4.86 0.150
H -3.64 -0.33 4.11 0.230
Cl 1.44 0.55 0.90 -0.163
C -0.22 0.78 0.29 0.424
C -1.16 -0.09 1.05 -0.308
Cl -1.15 0.13 2.77 -0.196
H -0.31 0.42 -0.74 0.066
H -0.53 1.82 0.19 -0.238
H -0.82 -1.12 0.96 -0.041
H -2.13 -0.13 0.57 0.415
Cl 2.78 -3.22 2.26 -0.222
C 1.10 -2.89 2.78 -0.112
C 0.66 -3.81 3.99 -0.526
Cl -0.53 -3.15 5.11 -0.180
H 0.37 -2.95 1.97 0.190
H 1.12 -1.86 3.12 0.210
H 1.55 -4.03 4.57 0.342
H 0.27 -4.72 3.54 0.326
Cl 4.31 -1.93 -2.86 -0.204
C 3.50 -2.05 -1.27 -0.494
C 2.28 -2.91 -1.19 0.074
Cl 0.76 -2.10 -1.72 -0.171
H 3.13 -1.07 -0.94 0.187
H 4.32 -2.48 -0.70 0.374
H 2.26 -3.27 -0.16 -0.183
H 2.51 -3.83 -1.74 0.397
```

Entry 2:
Computed, not measured: a structure of composition C15H25CrN5O5 in a non-equilibrium geometry, with ωB97M-V/def2-TZVPD.

## Properties
LUMO (spin up / spin down): -0.130 / -0.241 eV
E_HOMO (spin up / spin down): -0.1495 / -0.2192 Ha
orbital gap (spin up / spin down): 3.94 / 5.72 eV
max |F|: 2.4 eV/Å
energy: -2280.8145 Eh
2S+1: 5

```
51
Properties=species:S:1:pos:R:3:mulliken_charge:R:1
O -0.52 2.84 -3.96 -0.545
H -0.11 3.37 -4.67 0.295
Cr 0.38 -0.03 0.13 0.154
N 2.06 -0.14 1.33 0.226
N 1.20 1.85 0.07 0.741
O 2.58 -1.26 2.01 -0.640
O 0.74 2.99 -0.60 -0.652
C 2.82 0.95 1.47 0.103
C 2.28 2.09 0.82 0.402
C 4.02 0.92 2.30 -1.606
C 2.88 3.42 0.93 -1.669
H 4.44 -0.07 2.38 0.443
H 3.81 1.30 3.31 0.289
H 4.77 1.59 1.87 0.385
H 2.16 4.20 0.71 0.448
H 3.73 3.52 0.25 0.276
H 3.27 3.56 1.94 0.410
H 1.91 -1.98 1.92 0.336
H 0.08 2.69 -1.26 0.334
O -0.46 1.18 2.69 -0.652
H 0.29 0.56 2.52 0.356
H -0.73 1.51 1.81 0.324
C 0.20 1.61 -3.83 -0.339
H -0.52 0.87 -3.46 0.090
H 1.04 1.73 -3.13 0.180
H 0.60 1.21 -4.77 0.402
O 1.51 -1.21 -1.22 -0.429
H 2.39 -1.20 -0.74 0.355
H 1.23 -2.17 -1.12 0.315
N -2.45 -0.25 1.13 0.168
C -1.87 -1.51 1.47 0.532
C -2.63 -2.50 2.10 -0.927
C -2.12 -3.78 2.19 -0.412
C -0.87 -4.02 1.62 -1.235
C -0.14 -2.99 1.06 -0.453
N -0.62 -1.73 1.03 0.426
C -2.57 -0.04 -0.27 0.230
C -3.79 -0.01 -0.94 -0.924
C -3.81 -0.36 -2.29 -0.558
C -2.61 -0.75 -2.88 -0.576
C -1.43 -0.62 -2.17 -1.190
N -1.41 -0.09 -0.93 0.556
H -3.36 -0.18 1.57 0.350
H -3.61 -2.18 2.48 0.347
H -2.70 -4.58 2.65 0.408
H -0.45 -5.02 1.61 0.409
H 0.82 -3.17 0.57 0.543
H -4.65 0.32 -0.36 0.371
H -4.74 -0.36 -2.85 0.384
H -2.59 -1.15 -3.89 0.416
H -0.47 -0.94 -2.57 0.801
```

Entry 3:
Computed, not measured: a structure of composition C15H25INO3P2S2V in a non-equilibrium geometry, with ωB97M-V/def2-TZVPD.

## Properties
LUMO (spin up / spin down): -12.810 / -12.387 eV
E_HOMO (spin up / spin down): -0.6901 / -0.6901 Ha
orbital gap (spin up / spin down): 5.97 / 6.39 eV
max |F|: 8.9 eV/Å
energy: -3586.7113 Eh
total charge: +3
2S+1: 2

```
50
Properties=species:S:1:pos:R:3:mulliken_charge:R:1
C -2.78 -1.94 -2.47 -1.093
I -2.58 0.46 -2.13 0.026
H -3.56 -1.85 -3.23 0.487
H -3.11 -2.53 -1.60 0.422
H -1.86 -2.34 -2.93 0.432
V -0.79 -0.43 -0.59 0.304
P -2.56 -0.93 1.00 1.328
C -2.54 -2.67 1.52 -1.415
C -2.29 -0.01 2.55 -1.148
H -3.24 0.06 3.09 0.494
H -4.89 -0.75 1.59 0.517
H -1.90 1.00 2.36 0.252
H -4.44 0.45 0.36 0.470
H -1.75 -2.79 2.28 0.444
H -1.55 -0.55 3.15 0.384
C -4.32 -0.59 0.67 -1.437
H -3.51 -2.93 1.94 0.446
H -4.71 -1.23 -0.12 0.393
H -2.30 -3.33 0.69 0.426
P 0.88 0.00 -2.45 1.188
C 1.89 -1.47 -2.77 -1.334
C 0.34 0.56 -4.10 -1.298
H 1.61 2.19 -1.69 0.330
H 2.73 1.48 -2.90 0.512
H 2.72 0.91 -1.19 0.321
C 2.10 1.27 -2.02 -1.223
H -0.32 1.43 -3.99 0.429
H 1.22 0.85 -4.70 0.483
H 2.47 -1.33 -3.70 0.433
H 1.26 -2.37 -2.86 0.443
H -0.20 -0.23 -4.62 0.409
H 2.57 -1.62 -1.92 0.396
C -0.58 -2.25 -0.92 0.212
O -0.46 -3.41 -1.08 -0.195
O -0.80 2.90 1.92 -0.602
S 0.32 2.58 1.07 0.852
O 0.52 3.28 -0.18 -0.607
N 0.22 0.84 0.68 -0.190
C 1.14 0.10 1.31 0.679
S 0.97 -1.54 1.01 -0.236
C 2.14 0.88 1.99 0.689
C 3.36 0.42 2.47 -0.680
C 4.26 1.33 3.02 -0.769
C 3.90 2.69 3.07 -0.459
C 2.70 3.18 2.54 -0.829
C 1.84 2.25 1.96 0.390
H 3.61 -0.63 2.38 0.477
H 5.21 1.01 3.43 0.458
H 4.60 3.38 3.54 0.454
H 2.46 4.24 2.56 0.535
```

Entry 4:
Computed, not measured: a structure of composition C15H25MoN4S3 in a non-equilibrium geometry, with ωB97M-V/def2-TZVPD.

## Properties
energy above the lowest of the compared OMol25 structures with the same formula, charge and spin: 0.0000 eV
LUMO (spin up / spin down): -10.495 / -10.496 eV
E_HOMO (spin up / spin down): -0.6332 / -0.6332 Ha
orbital gap (spin up / spin down): 6.74 / 6.73 eV
max |F|: 1.3 eV/Å
energy: -2067.4071 Eh
total charge: +3

```
48
Properties=species:S:1:pos:R:3:mulliken_charge:R:1
Mo -0.18 0.27 -0.38 0.321
S 0.00 -0.26 1.69 -0.084
C -0.95 -1.76 1.89 0.642
C -1.12 -2.31 3.15 -0.621
C -1.91 -3.46 3.27 -0.600
C -2.52 -4.01 2.16 -0.579
C -2.36 -3.44 0.90 -0.615
C -1.56 -2.32 0.78 0.610
S -1.33 -1.52 -0.80 -0.130
H -0.65 -1.87 4.02 0.476
H -2.05 -3.91 4.25 0.425
H -3.13 -4.90 2.27 0.425
H -2.84 -3.87 0.03 0.471
C 3.05 -0.06 -3.40 -0.679
C 1.68 0.05 -2.70 -0.397
N 1.82 -0.12 -1.22 0.105
C 2.75 0.93 -0.69 -0.415
C 4.13 0.82 -1.37 -0.695
N 4.08 -0.32 -2.34 -0.100
C 3.78 -1.61 -1.63 -0.773
C 2.41 -1.47 -0.94 -0.489
H 3.33 0.86 -3.91 0.336
H 3.08 -0.89 -4.11 0.338
H 1.00 -0.72 -3.06 0.450
H 1.24 1.03 -2.89 0.435
H 2.84 0.79 0.38 0.439
H 2.31 1.91 -0.88 0.430
H 4.93 0.61 -0.66 0.337
H 4.39 1.72 -1.93 0.343
H 5.00 -0.40 -2.80 0.303
H 4.59 -1.78 -0.92 0.352
H 3.80 -2.40 -2.37 0.350
H 2.50 -1.57 0.14 0.417
H 1.71 -2.22 -1.30 0.425
C -5.03 1.88 0.82 -1.079
N -3.75 1.79 0.11 -0.145
C -2.66 2.43 0.48 0.965
S -1.25 2.35 -0.61 -0.545
N -2.62 3.16 1.57 -0.213
C -1.50 3.94 2.10 -0.872
H -5.76 1.27 0.29 0.346
H -5.39 2.91 0.83 0.401
H -4.93 1.50 1.83 0.381
H -3.73 1.34 -0.80 0.273
H -3.48 3.21 2.10 0.237
H -0.76 4.10 1.32 0.345
H -1.05 3.42 2.94 0.304
H -1.88 4.91 2.42 0.349
```